(1)
Density functional theory data (ωB97M-V with the def2-TZVPD basis set) for a molecular structure, C16H14N5O2PtS2 in a non-equilibrium geometry.

Geometry as XYZ:
```
40
Properties=species:S:1:pos:R:3:forces:R:3
Pt -0.2260 0.6069 0.3336 -0.26 -0.80 -1.13
N 1.4009 1.7073 -0.3324 0.25 1.55 -0.18
C 1.1303 3.2127 -0.5890 -0.28 -2.02 0.08
C 0.8345 3.9037 0.7280 -0.45 0.05 -1.56
C -0.2303 3.3580 1.6545 -2.03 1.14 1.33
O -0.7960 4.1011 2.4592 1.28 -1.16 -1.51
O -0.5146 2.0622 1.6445 -0.32 1.22 0.97
H 2.1543 1.5393 0.3184 0.35 0.54 0.28
H 1.7111 1.2888 -1.1723 0.42 -0.55 -1.32
H 0.2765 3.2469 -1.3174 0.87 0.05 0.63
H 2.0331 3.6079 -1.0603 -0.25 0.19 0.03
H 0.7000 4.9403 0.4158 -0.40 0.12 0.77
H 1.7127 3.8526 1.3024 1.44 0.20 0.89
S -1.9364 1.8786 -0.9401 -1.55 0.38 -0.33
C -3.1406 0.8554 -0.2019 0.86 1.36 -0.15
S -2.3937 -0.3929 0.6203 -0.81 -1.06 0.52
C -4.5398 1.0848 -0.2779 -0.13 -0.67 -1.15
C -5.3839 -0.0626 -0.3352 -0.46 -0.68 0.45
N -6.0313 -1.0194 -0.4468 0.54 0.82 0.13
C -5.1469 2.2839 -0.7365 0.00 0.01 0.16
N -5.7890 3.1696 -1.1038 0.29 -0.01 0.06
N 0.6877 -0.5283 1.8351 1.66 -0.85 3.11
C 1.0048 -1.8987 1.3799 1.09 0.30 -0.72
C 1.7656 -2.7868 2.1153 -0.27 0.58 0.75
C 2.2757 -3.9184 1.4619 -0.17 -0.55 1.35
C 2.1174 -4.1450 0.1337 -0.91 0.39 -2.93
C 1.4192 -3.1617 -0.6861 0.95 -1.84 -0.32
C 1.3798 -3.2170 -2.1561 0.38 0.52 1.30
C 0.8835 -2.0954 -2.8112 -0.25 -0.54 2.78
C 0.2640 -1.0807 -2.1003 -0.28 0.95 -0.19
N 0.2101 -1.0717 -0.7354 -0.46 -0.53 0.01
C 0.8437 -2.1003 -0.0058 -0.35 1.80 -0.47
H 0.0677 -0.6218 2.6728 0.68 0.45 -0.73
H 1.5847 -0.0491 2.2042 -1.86 -1.07 -0.65
H 1.9813 -2.5837 3.2001 -0.23 -0.37 -1.25
H 2.7207 -4.6495 2.1159 0.42 -0.21 -0.18
H 2.4661 -5.0234 -0.4793 -0.05 0.84 1.34
H 1.8846 -4.0249 -2.6970 -0.31 0.32 0.34
H 0.8951 -2.0403 -3.8256 0.00 0.13 -2.80
H -0.2767 -0.2285 -2.5852 0.60 -1.00 0.29
```
Forces are in eV/Å.

Summary:
HOMO energy (alpha / beta): -0.3184 / -0.4377 hartree
Energy above the lowest of the compared OMol25 structures with the same formula, charge and spin: 32.3 kcal/mol
Total charge: +1
Spin multiplicity: 5
Total energy: -1957.61754 hartree
⟨S²⟩: 6.116
LUMO energy (alpha / beta): -0.177 / -0.273 Eh

Mulliken population analysis, charges in e, atoms 1 to 5: 1.16 -0.74 -0.64 -0.31 0.44

***

(2)
Density functional theory data (ωB97M-V with the def2-TZVPD basis set) for a molecular structure, C36H56BaN6SbSi4 in a non-equilibrium geometry.

Geometry as XYZ:
```
104
Properties=species:S:1:pos:R:3:forces:R:3
Ba 0.5257 0.6411 0.5479 -0.75 -1.04 -0.16
C 2.5482 -2.1598 2.9285 -0.10 -0.12 -0.09
C 2.9626 -0.7631 3.2721 0.31 -0.19 0.08
C 3.8302 -0.5477 4.3531 -0.23 -0.11 -0.13
C 4.2316 0.7302 4.6525 -0.06 0.14 -0.11
C 3.7742 1.7740 3.8463 0.24 -0.01 0.32
C 2.9346 1.4888 2.7907 -0.06 0.04 -0.16
N 2.5275 0.2364 2.5096 0.11 0.38 0.00
Sb 2.3820 3.2287 1.6002 0.73 0.55 0.52
C 2.9721 2.4480 -0.3385 -0.06 -0.33 -0.35
C 3.7358 3.3779 -1.0085 0.26 0.19 -0.33
C 4.4588 2.9704 -2.1347 -0.10 0.16 0.19
C 4.4120 1.6553 -2.5182 -0.17 -0.39 0.01
C 3.6163 0.7543 -1.7908 0.28 0.17 -0.21
C 3.5889 -0.7077 -2.1058 -0.08 -0.08 -0.04
N 2.9095 1.1668 -0.7476 -0.30 0.23 0.56
C 0.3253 3.3170 2.3528 -0.42 0.10 0.14
C 0.2624 4.4214 3.1856 -0.15 0.31 0.28
C -0.8895 4.6501 3.9403 0.19 -0.01 -0.11
C -1.9399 3.7717 3.8291 -0.04 -0.32 -0.14
C -1.8216 2.6796 2.9578 -0.44 0.34 0.07
C -2.9799 1.7507 2.7393 -0.02 -0.01 -0.11
N -0.7189 2.4810 2.2426 0.71 -0.24 -0.19
H 3.4095 -2.8287 2.9260 0.02 0.03 0.01
H 2.0769 -2.2047 1.9479 -0.02 0.03 -0.02
H 1.8350 -2.5500 3.6570 0.00 0.04 0.01
H 4.1710 -1.3979 4.9287 0.01 0.01 0.02
H 4.9004 0.9264 5.4801 0.00 0.00 0.00
H 4.0965 2.7876 4.0492 -0.04 0.02 -0.06
H 3.7972 4.4078 -0.6818 -0.06 -0.03 0.06
H 5.0581 3.6862 -2.6820 0.00 0.00 -0.01
H 4.9742 1.2922 -3.3679 0.01 0.03 -0.01
H 3.8133 -0.9063 -3.1524 0.00 0.05 -0.01
H 2.6155 -1.1400 -1.8733 0.00 0.03 0.00
H 4.3368 -1.2252 -1.5003 0.00 0.01 0.01
H 1.0876 5.1176 3.2690 0.04 -0.05 -0.06
H -0.9516 5.5091 4.5953 0.01 0.01 0.00
H -2.8557 3.9064 4.3883 0.01 0.02 0.02
H -3.6849 1.7874 3.5681 0.03 0.00 0.02
H -2.6499 0.7259 2.5876 0.06 -0.04 0.01
H -3.5261 2.0409 1.8376 0.00 0.03 0.01
N -1.0291 -1.4328 4.8531 -0.01 0.00 0.04
C -1.1398 -2.5363 4.0407 0.02 0.07 -0.05
C -0.8085 -2.0990 2.7941 -0.18 -0.18 0.08
N -0.5026 -0.7579 2.8290 -0.01 0.03 0.03
C -0.6485 -0.3929 4.0831 0.11 0.02 0.01
H -1.2154 -1.3944 5.8407 0.00 -0.03 -0.01
H -1.4485 -3.4988 4.4067 0.00 0.00 0.01
H -0.8055 -2.6658 1.8785 0.06 0.07 -0.06
H -0.4928 0.5993 4.4777 0.03 -0.01 -0.01
N -1.3412 2.4125 -0.7884 -0.04 0.14 -0.06
C -0.4705 3.3532 -1.3903 0.03 -0.12 -0.11
C -0.1354 4.5412 -0.7466 -0.05 0.05 0.04
C 0.7584 5.4236 -1.3386 0.02 0.04 0.01
C 1.3353 5.1293 -2.5647 -0.01 -0.05 0.00
C 1.0056 3.9388 -3.2004 -0.01 0.02 0.01
C 0.1096 3.0538 -2.6216 0.04 0.04 -0.01
H -1.8467 1.8569 -1.4690 -0.02 0.00 0.00
H -1.9908 2.8410 -0.1423 -0.04 -0.04 -0.01
H -0.6120 4.8039 0.1911 -0.01 -0.03 0.01
H 0.9863 6.3576 -0.8400 0.01 0.00 -0.01
H 2.0208 5.8254 -3.0288 0.00 0.01 0.00
H 1.4349 3.6971 -4.1644 0.01 0.01 0.00
H -0.1646 2.1422 -3.1395 -0.03 0.03 0.03
C 1.5335 -3.9448 -1.8567 -0.07 0.01 0.00
Si -0.2498 -4.0023 -1.2181 -0.03 0.01 0.04
C -1.2014 -5.2195 -2.3041 0.03 0.02 0.10
C -0.1569 -4.8571 0.4776 0.00 0.06 -0.06
Si -1.0683 -1.7988 -1.0767 0.05 0.00 -0.15
Si -1.1630 -1.1597 -3.3466 -0.04 -0.06 -0.01
C -1.4922 -2.4983 -4.6456 0.02 0.10 0.07
C -2.5195 0.1336 -3.6914 0.02 -0.02 0.03
C 0.4861 -0.3815 -3.8905 0.03 -0.04 0.02
Si -3.3695 -1.9556 -0.6468 -0.01 -0.09 -0.05
C -4.3782 -2.8024 -2.0029 0.00 0.00 0.10
C -3.7803 -2.8737 0.9594 0.04 0.02 -0.09
C -4.1014 -0.2062 -0.4331 0.02 0.01 0.02
H 1.9616 -4.9480 -1.9255 -0.01 -0.02 0.00
H 2.1675 -3.3565 -1.1880 0.00 -0.02 0.02
H 1.5884 -3.4911 -2.8497 -0.01 0.00 -0.02
H -0.7402 -6.2079 -2.2184 0.00 -0.01 -0.02
H -1.2055 -4.9399 -3.3560 0.03 0.03 -0.02
H -2.2414 -5.3151 -1.9860 0.00 0.01 0.04
H 0.1739 -5.8883 0.3276 0.01 -0.02 0.03
H -1.1288 -4.8957 0.9761 -0.02 -0.01 -0.02
H 0.5516 -4.3836 1.1626 0.02 0.04 -0.04
H -2.3028 -3.1671 -4.3551 -0.04 0.04 0.01
H -0.6064 -3.1106 -4.8272 0.02 -0.01 0.03
H -1.7693 -2.0265 -5.5929 0.03 0.00 -0.01
H -3.4803 -0.3683 -3.8264 0.02 -0.02 -0.01
H -2.2963 0.6586 -4.6244 -0.01 0.01 -0.01
H -2.6908 0.8859 -2.9189 0.06 0.00 0.02
H 1.2431 -1.1650 -3.9850 -0.01 -0.01 -0.01
H 0.8787 0.3561 -3.1845 0.00 -0.04 0.00
H 0.3937 0.1027 -4.8673 0.00 0.00 -0.02
H -4.0411 -3.8281 -2.1629 0.01 -0.01 0.02
H -4.3024 -2.2843 -2.9600 0.02 0.02 0.01
H -5.4360 -2.8384 -1.7265 -0.01 0.00 0.00
H -3.4271 -3.9075 0.9496 0.00 -0.01 -0.05
H -4.8663 -2.8944 1.0870 0.00 -0.02 0.03
H -3.3449 -2.3886 1.8347 -0.02 0.05 0.00
H -4.6516 0.1104 -1.3213 0.01 0.00 -0.02
H -3.3248 0.5391 -0.2411 0.03 -0.02 0.02
H -4.7926 -0.1797 0.4137 -0.04 -0.01 -0.02
```
Forces are in eV/Å.

Summary:
HOMO energy: -0.3109 hartree
Energy above the lowest of the compared OMol25 structures with the same formula, charge and spin: 4.1 kcal/mol
Total charge: +1
Total energy: -3157.59528 hartree
LUMO energy: -0.094 Eh

Mulliken population analysis, charges in e, atoms 1 to 5: 0.53 -1.41 0.76 -0.83 -0.68

***

(3)
Density functional theory data (ωB97M-V with the def2-TZVPD basis set) for a gas-phase ion, C4H8Cl3N3 (charge +2) in a non-equilibrium geometry.

Geometry as XYZ:
```
18
Properties=species:S:1:pos:R:3:forces:R:3
C -1.9423 1.5640 -0.3264 0.03 1.17 -1.78
C -1.4200 0.2677 0.0491 3.26 1.35 -0.77
N -2.0884 -0.7969 0.2486 1.35 -3.56 1.86
N -0.0291 0.3163 0.0481 1.09 2.16 -0.74
C 0.9378 -0.6052 -0.0237 1.16 3.82 1.16
N 0.9417 -1.8426 -0.1512 3.51 -1.79 -1.15
C 2.6064 0.1188 0.1886 -2.59 -1.17 1.77
Cl 3.6347 -0.7401 -0.8401 0.63 -0.49 -0.64
Cl 2.5046 1.8093 -0.1337 0.00 0.25 -0.01
Cl 2.9863 -0.2531 1.9605 -0.54 0.49 -1.67
H -2.8535 1.4110 -0.8784 -0.52 0.46 -0.11
H -2.0502 2.2293 0.4755 -0.98 0.54 1.94
H -1.2341 2.2735 -0.8787 -0.66 -1.70 -0.03
H -3.0211 -0.7901 0.5440 -2.22 0.75 -0.26
H -1.7216 -1.7254 0.6526 0.03 2.03 -1.06
H 0.4509 1.3506 -0.2009 -1.49 -2.98 1.03
H 1.9889 -1.9796 -0.4139 -1.54 -1.45 0.46
H 0.3089 -2.6076 -0.3198 -0.52 0.10 -0.01
```
Forces are in eV/Å.

Summary:
HOMO energy: -0.6885 hartree
Energy above the lowest of the compared OMol25 structures with the same formula, charge and spin: 18.2 kcal/mol
Total charge: +2
Total energy: -1701.33974 hartree
SMILES string: C/C(N)=[NH+]/C(=[NH2+])C(Cl)(Cl)Cl
LUMO energy: -0.335 Eh

Mulliken population analysis, charges in e, atoms 1 to 5: -1.26 0.88 -0.29 -0.10 0.36

***

(4)
Density functional theory data (ωB97M-V with the def2-TZVPD basis set) for 2 unconnected molecules or ions with the total composition C5H16N3 in a non-equilibrium geometry.

Geometry as XYZ:
```
24
Properties=species:S:1:pos:R:3:forces:R:3
C -0.8306 2.3964 -1.5742 0.57 0.79 0.37
C 0.6621 2.6057 -1.7587 1.98 -0.87 -0.31
H -1.0451 1.4363 -1.1095 -0.28 0.26 0.66
H -1.0909 3.2961 -1.0104 -0.85 -0.76 0.55
H -1.4656 2.3927 -2.4372 0.11 0.23 -0.89
H 1.0968 2.1872 -2.6809 -0.49 0.70 -0.29
H 1.2869 1.9892 -1.0739 -0.67 0.46 0.38
H 1.0138 3.6497 -1.5880 -0.44 -0.79 -0.47
C -1.0445 -0.7634 1.2973 2.38 -1.93 1.32
C -1.2379 -0.5334 2.8007 -1.09 -0.94 -1.02
C 0.8821 -1.5726 -0.0784 1.04 -2.36 -0.97
N 0.3348 -1.4749 1.1182 -1.93 1.37 -0.21
N 0.3773 -1.0765 -1.2204 -0.85 1.50 1.54
N 1.9189 -2.4287 -0.1979 -0.21 -0.53 2.28
H -1.8163 -1.5306 1.1506 0.19 0.59 -1.37
H -0.8376 0.0400 0.5989 -1.58 0.57 0.48
H -1.2648 -1.5201 3.2776 0.82 -0.01 0.00
H -2.2963 -0.3351 2.9362 -0.04 1.07 0.12
H 0.8425 -1.7237 1.9512 0.18 -0.12 -0.11
H -0.1385 -0.1962 -1.1400 0.20 -0.65 -0.50
H 0.6733 -1.3598 -2.1323 0.34 -0.15 -0.09
H 2.1049 -3.0402 0.6295 -0.02 0.79 -1.49
H 2.4413 -2.5756 -1.0298 0.27 0.08 -0.48
H -0.5666 0.1377 3.2715 0.38 0.70 0.49
```
Forces are in eV/Å.

Summary:
HOMO energy: -0.5338 hartree
Energy above the lowest of the compared OMol25 structures with the same formula, charge and spin: 31.4 kcal/mol
Total charge: +1
Total energy: -364.12534 hartree
LUMO energy: -0.107 Eh

Mulliken population analysis, charges in e, atoms 1 to 5: -0.52 -0.83 0.02 0.28 0.29